The following is a DFT calculation (the ωB97M-V functional and the def2-TZVPD basis) of 15 unconnected molecules or ions with the total composition C68H90FN15OSi at a distorted geometry.

CARTESIAN COORDINATES (ANGSTROEM)
C: -2.16805 4.27018 0.43638
C: -1.36684 3.26808 0.77569
C: -0.36393 1.99268 0.94106
N: -0.01339 1.95199 2.41044
C: 1.15071 2.87212 2.53513
O: 1.59662 3.38191 3.61181
C: 1.77250 3.19176 1.05150
C: 3.38352 3.04842 1.12667
C: 4.18928 3.69735 -0.12233
C: 5.02379 5.04464 0.27612
F: 5.23599 2.71291 -0.50913
C: 0.91748 2.34701 -0.03281
Si: 1.48239 0.59120 -0.56287
C: 0.17513 -0.00989 -1.88245
C: 3.17837 0.52128 -1.44419
C: 1.45459 -0.69043 0.86349
H: -2.56241 5.20452 -0.12823
H: -0.85192 0.95838 0.72657
H: 0.40763 1.05954 2.75129
H: 1.57544 4.29148 0.71924
H: 3.70730 1.95456 1.33387
H: 3.71643 3.64789 2.07254
H: 3.48674 3.90460 -1.01593
H: 4.51716 6.01311 -0.10554
H: 6.02675 4.97154 -0.31744
H: 5.31299 5.08726 1.38629
H: 0.60324 2.83611 -1.03011
H: 0.35106 -1.09877 -2.20333
H: -0.85541 0.19477 -1.41463
H: 0.30483 0.71193 -2.79316
H: 3.42084 1.47750 -2.03364
H: 4.02312 0.18994 -0.71848
H: 3.10235 -0.34230 -2.22901
H: 0.43785 -0.68676 1.40545
H: 1.56887 -1.74910 0.39903
H: 2.29683 -0.56455 1.63648
N: -1.07335 4.13155 -3.67735
C: 0.13004 4.59610 -4.13954
C: 0.39824 3.96706 -5.33177
C: -0.68556 3.09530 -5.60188
C: -1.57981 3.22014 -4.56521
H: -1.51737 4.41689 -2.81764
H: 0.69076 5.33109 -3.58082
H: 1.27688 4.11885 -5.94225
H: -0.79979 2.44819 -6.46003
H: -2.52970 2.73922 -4.38290
N: 6.49639 -3.50865 1.21977
C: 6.67102 -2.30008 0.59776
C: 5.98866 -1.35016 1.31848
C: 5.38473 -2.00773 2.41899
C: 5.71723 -3.33791 2.33428
H: 6.88201 -4.38654 0.90694
H: 7.26294 -2.22132 -0.30242
H: 5.93157 -0.29729 1.08038
H: 4.77437 -1.55735 3.18890
H: 5.46658 -4.17596 2.96806
N: 5.00631 -5.80595 -0.85066
C: 4.69811 -5.96614 -2.17531
C: 4.11589 -7.20146 -2.32922
C: 4.06546 -7.80686 -1.04957
C: 4.61947 -6.92125 -0.15580
H: 5.44862 -4.99256 -0.44886
H: 4.92047 -5.18991 -2.89271
H: 3.76396 -7.62195 -3.26041
H: 3.66745 -8.78209 -0.80815
H: 4.77243 -6.98888 0.91160
N: 3.41860 -10.65127 2.70230
C: 2.34725 -10.62299 3.55436
C: 1.76891 -9.37886 3.46727
C: 2.51549 -8.63138 2.52359
C: 3.52541 -9.44275 2.06582
H: 4.03267 -11.43902 2.56403
H: 2.09013 -11.48739 4.14885
H: 0.90295 -9.04463 4.02133
H: 2.33399 -7.61235 2.21269
H: 4.30966 -9.26462 1.34503
N: -5.20969 1.26605 -1.52437
C: -4.35100 1.95334 -0.70736
C: -4.80211 1.82700 0.58473
C: -5.97231 1.02966 0.54664
C: -6.19806 0.69569 -0.76722
H: -5.12661 1.19101 -2.52647
H: -3.49644 2.47260 -1.11481
H: -4.33955 2.25983 1.46015
H: -6.58219 0.73187 1.38752
H: -6.97541 0.10385 -1.22750
N: -2.82915 6.64337 2.93611
C: -2.65320 7.85029 2.31348
C: -3.33382 8.80297 3.03433
C: -3.93729 8.14748 4.13494
C: -3.60632 6.81615 4.05009
H: -2.44505 5.76359 2.62314
H: -2.06173 7.92712 1.41257
H: -3.38948 9.85578 2.79550
H: -4.54617 8.59907 4.90510
H: -3.85749 5.97884 4.68438
N: -3.41287 5.03753 -6.86838
C: -4.23296 5.99871 -6.34026
C: -5.39558 6.01473 -7.07341
C: -5.27472 5.02287 -8.07697
C: -4.04211 4.43407 -7.92434
H: -2.48898 4.80875 -6.53124
H: -3.91888 6.58813 -5.49133
H: -6.23988 6.66779 -6.90448
H: -6.00830 4.76676 -8.82809
H: -3.55944 3.64049 -8.47575
N: -1.54783 -9.84058 2.24498
C: -2.37038 -8.88183 2.77379
C: -3.53226 -8.86725 2.03972
C: -3.40844 -9.85751 1.03477
C: -2.17484 -10.44390 1.18757
H: -0.62365 -10.06772 2.58255
H: -2.05831 -8.29289 3.62381
H: -4.37805 -8.21621 2.20884
H: -4.14085 -10.11407 0.28265
H: -1.69003 -11.23562 0.63547
N: -0.23593 10.48280 3.72479
C: -0.90278 11.12677 4.73236
C: -0.03083 12.01132 5.32099
C: 1.20595 11.90100 4.63957
C: 1.04902 10.95234 3.65773
H: -0.63021 9.77363 3.12492
H: -1.93721 10.89960 4.94421
H: -0.25913 12.66614 6.14977
H: 2.11129 12.45470 4.84389
H: 1.73958 10.57100 2.91986
N: -7.53301 -1.08203 3.77397
C: -6.42110 -0.86583 4.54422
C: -5.95228 -2.08714 4.96477
C: -6.80905 -3.07702 4.42383
C: -7.77348 -2.42802 3.69121
H: -8.08731 -0.36289 3.33564
H: -6.06132 0.13602 4.72734
H: -5.08717 -2.24966 5.59161
H: -6.72902 -4.14669 4.55509
H: -8.60874 -2.80674 3.12063
N: 3.11181 1.51858 8.43692
C: 4.11042 1.97356 7.61727
C: 3.53538 2.39695 6.44277
C: 2.13814 2.19550 6.56010
C: 1.90529 1.65503 7.80203
H: 3.24380 1.14283 9.36304
H: 5.14138 1.95550 7.93893
H: 4.06263 2.80760 5.59353
H: 1.38579 2.42152 5.81843
H: 0.98785 1.35540 8.28709
N: -10.83176 1.73615 -2.02754
C: -11.90980 1.11201 -2.59706
C: -11.58843 -0.21227 -2.77446
C: -10.27030 -0.39518 -2.28888
C: -9.82957 0.82355 -1.83149
H: -10.78371 2.71458 -1.78902
H: -12.80967 1.66295 -2.82777
H: -12.23195 -0.96603 -3.20507
H: -9.70593 -1.31682 -2.27466
H: -8.89149 1.11958 -1.38576
N: 6.15065 1.50728 -3.47396
C: 7.35261 1.97846 -3.92996
C: 7.62774 1.35462 -5.12377
C: 6.54896 0.47917 -5.40062
C: 5.65103 0.59659 -4.36667
H: 5.70303 1.78861 -2.61348
H: 7.90803 2.71388 -3.36670
H: 8.50781 1.51245 -5.73072
H: 6.44046 -0.16537 -6.26132
H: 4.70264 0.11143 -4.18834
N: 3.73015 -9.96228 -5.12533
C: 4.93295 -9.49518 -5.58584
C: 5.20253 -10.12142 -6.77895
C: 4.12036 -10.99390 -7.05156
C: 3.22552 -10.87268 -6.01585
H: 3.28530 -9.67947 -4.26584
H: 5.49234 -8.76049 -5.02532
H: 6.08132 -9.96716 -7.38859
H: 4.00766 -11.63921 -7.91106
H: 2.27625 -11.35539 -5.83545

Properties
- Relative energy (zero: lowest compared OMol25 entry of this formula, charge and spin): 225.0 kJ/mol
- Total charge: 0
- Max |F|: 0.134 Eh/bohr
- LUMO energy: -0.1 eV
- Kohn-Sham gap: 7.90 eV
- Highest occupied orbital energy: -0.296 Eh


The following is a DFT calculation (the ωB97M-V functional and the def2-TZVPD basis) of C28H30N4O6 in the gas phase at a distorted geometry.

CARTESIAN COORDINATES (ANGSTROEM)
C: 4.13042 0.14374 2.54811
O: 2.98590 0.86106 2.15496
C: 1.79635 0.20810 2.09147
C: 1.64596 -1.14939 2.35729
C: 0.39650 -1.73288 2.33221
C: -0.73559 -0.97469 2.04634
C: -2.04023 -1.58962 2.07403
N: -3.06386 -1.02030 1.57217
N: -4.27012 -1.60831 1.68723
C: -5.34266 -1.17740 0.96655
O: -6.44673 -1.65073 1.09011
C: -5.03331 -0.00618 0.07657
C: -5.62978 1.21931 0.33434
C: -5.34228 2.32092 -0.45559
C: -4.45784 2.21227 -1.51802
C: -3.86659 0.99534 -1.79840
C: -4.15628 -0.10665 -1.00382
N: -3.54437 -1.36659 -1.32684
O: -2.54191 -1.34607 -2.01122
O: -4.06305 -2.37912 -0.90498
C: -0.57413 0.38648 1.76782
C: 0.66801 0.98511 1.76468
C: 0.82291 2.45370 1.42628
N: 1.00070 2.79088 0.02402
C: -0.15518 2.58203 -0.82072
C: -0.37616 1.13252 -1.29927
C: 0.84322 0.26474 -1.16539
C: 0.69987 -1.11194 -1.31667
C: 1.78355 -1.96120 -1.21523
O: 1.72131 -3.31965 -1.31364
C: 0.45400 -3.90473 -1.48700
C: 3.06653 -1.41392 -0.99445
O: 4.09900 -2.31388 -0.94331
C: 5.41062 -1.81609 -0.96661
C: 3.19689 -0.04968 -0.82634
C: 2.08922 0.79287 -0.88272
C: 2.22037 2.26422 -0.57371
C: 2.60171 3.05786 -1.82946
H: 4.95092 0.85984 2.51877
H: 4.34169 -0.68195 1.86262
H: 4.02900 -0.24684 3.56585
H: 2.50040 -1.76452 2.58789
H: 0.30029 -2.78896 2.53834
H: -2.11602 -2.57278 2.55422
H: -4.37599 -2.47291 2.22197
H: -6.31764 1.30085 1.16165
H: -5.81242 3.26851 -0.24099
H: -4.23605 3.07132 -2.13177
H: -3.19138 0.87506 -2.63130
H: -1.45798 0.97525 1.57289
H: -0.06601 2.99147 1.76946
H: 1.69229 2.84607 1.96066
H: -0.02869 3.23715 -1.68749
H: -1.03707 2.93207 -0.27842
H: -1.18868 0.66401 -0.74210
H: -0.67426 1.14077 -2.35100
H: -0.28597 -1.49557 -1.52468
H: -0.01370 -3.58949 -2.42481
H: -0.21669 -3.66252 -0.65589
H: 0.62709 -4.97955 -1.51258
H: 6.05596 -2.68847 -1.06116
H: 5.57432 -1.14932 -1.81989
H: 5.66692 -1.28268 -0.04297
H: 4.16332 0.38951 -0.63040
H: 3.01590 2.40405 0.16583
H: 2.53058 4.12377 -1.62918
H: 3.62347 2.81797 -2.11238
H: 1.95339 2.80582 -2.66397

Properties
- Relative energy (zero: lowest compared OMol25 entry of this formula, charge and spin): 585.9 kJ/mol
- Total charge: 0
- Max |F|: 0.028 Eh/bohr
- LUMO energy: -0.6 eV
- Kohn-Sham gap: 6.91 eV
- Highest occupied orbital energy: -0.278 Eh